1.
20
Properties=species:S:1:pos:R:3:forces:R:3 method="wB97M-V/def2-TZVPD" total_charge=-1 multiplicity=1 relative_energy_kj_mol=115.3 fmax_ha_per_bohr=0.0247 energy_ha=-348.7560
C -1.67049 -1.66387 -0.08731 0.736 -0.267 -0.635
O -2.96602 -1.84459 -0.26331 -0.245 -0.200 -0.126
C -1.18274 -0.22143 -0.52707 0.197 -0.649 1.073
C 0.24593 -0.12057 -1.04484 -0.075 0.624 -0.330
C 1.34143 0.07180 -0.00223 0.050 0.684 0.158
C 1.53871 -1.08242 0.96124 0.516 -0.294 -0.149
H -0.92771 -2.37054 -0.65209 -0.668 0.179 -0.042
H -1.32949 -1.87141 0.96093 0.057 0.355 0.277
H -1.88607 0.10516 -1.28929 -0.140 0.023 0.034
H -1.29467 0.37540 0.38905 -0.122 0.445 -0.289
H 0.41763 -0.99247 -1.68539 0.292 -0.074 0.107
H 0.31813 0.75918 -1.70128 -0.029 -0.102 -0.089
H 2.27857 0.37846 -0.48522 0.144 -0.637 -0.186
H 1.14762 1.00564 0.54982 -0.480 -0.209 0.226
H 1.86307 -1.96198 0.39916 -0.069 -0.079 0.021
H 2.32490 -0.87835 1.69158 0.012 0.111 0.061
H 0.63735 -1.36768 1.49798 -0.167 0.158 -0.083
H -1.02624 4.08710 0.59288 0.336 0.065 -0.196
H 0.28803 3.36999 0.41505 0.254 -0.498 -0.030
O -0.11794 4.22257 0.28033 -0.598 0.367 0.196

---

2.
8
Properties=species:S:1:pos:R:3:forces:R:3 method="wB97M-V/def2-TZVPD" total_charge=0 smiles="O=NN=O.C=O" multiplicity=1 relative_energy_kj_mol=477.6 fmax_ha_per_bohr=0.0544 energy_ha=-374.2972
O -2.91249 1.41677 0.18951 -0.778 0.565 -2.624
N -2.54597 1.18707 1.27634 0.284 -0.330 1.860
N -2.80087 1.01258 2.39489 0.525 0.073 0.666
O -2.40131 1.01849 3.53934 -0.177 -0.192 0.140
C -0.54737 0.64705 -1.41621 0.616 0.229 0.149
O -0.78558 -0.25008 -0.65202 0.418 0.723 -0.301
H -0.89322 0.75982 -2.41248 -1.352 -0.919 -1.479
H 0.10023 1.53807 -1.33473 0.463 -0.148 1.590

---

3.
152
Properties=species:S:1:pos:R:3:forces:R:3 method="wB97M-V/def2-TZVPD" total_charge=0 multiplicity=1 fmax_ha_per_bohr=0.1166 energy_ha=-34547.1229
N -0.21921 6.38597 -4.01669 0.096 -0.821 0.892
C -0.82363 5.14793 -3.44167 -1.665 0.334 -0.139
C -0.59625 3.82277 -4.31379 -0.395 -0.142 0.447
C 0.91265 3.27341 -4.33886 -0.379 -1.624 -0.434
C 1.97107 4.21601 -5.10810 0.924 -0.538 0.744
P 2.81279 5.16347 -3.69111 -0.473 4.934 0.096
O 2.79236 6.70151 -3.81827 0.499 -3.027 0.070
O 1.28754 4.93349 -6.16134 -0.422 -2.614 -1.299
C 1.10163 3.89761 -7.16940 -1.495 -0.584 -1.709
O 0.20663 3.81009 -8.03679 4.228 0.719 4.190
O 2.14102 2.89125 -6.98904 -1.819 1.976 0.198
C 3.09742 3.50883 -6.04325 -1.449 -0.201 -1.718
P 4.12833 2.08921 -5.25630 2.157 0.406 -0.194
S 5.98323 2.68862 -4.94379 -0.923 -0.048 0.292
C 3.91477 4.47121 -7.06529 2.692 2.572 -2.035
C 4.57354 5.81599 -6.66135 0.459 -0.809 -3.197
C 5.31960 6.73786 -7.70227 -1.304 -2.672 -1.258
C 5.44812 6.35669 -9.20402 -2.196 -3.043 3.144
C 4.82362 4.96521 -9.61972 -0.151 1.433 3.455
C 4.07603 4.04960 -8.57971 1.422 2.710 0.341
H 0.27904 6.88595 -3.26963 -0.416 0.048 -0.911
H -0.90163 6.97830 -4.50277 0.563 -0.390 0.531
H -1.97155 5.32580 -3.41758 1.707 -0.675 0.136
H -0.51899 5.04291 -2.33271 -0.264 -0.186 -1.817
H -1.04327 3.93763 -5.37631 0.994 0.045 1.706
H -1.23570 2.99299 -3.81718 1.153 1.268 -0.775
H 0.87281 2.24519 -4.87782 0.110 1.638 0.763
H 1.21741 3.01753 -3.25106 -0.265 0.602 -1.769
H 2.10530 4.83865 -2.47114 0.433 -0.470 -0.884
H 4.16951 4.68220 -3.49629 -0.977 -0.421 -0.389
H 3.55717 1.61946 -4.02143 -0.438 0.238 -0.930
H 4.22158 0.94961 -6.15323 -0.959 0.811 0.506
H 4.55048 6.20509 -5.59129 -0.132 -0.635 -1.641
H 5.76614 7.73244 -7.32856 -0.865 -1.870 -0.619
H 5.96630 7.01563 -9.98324 -0.871 -1.099 1.443
H 4.93469 4.65967 -10.71879 -0.358 0.269 1.973
H 3.65402 3.05757 -8.98987 0.698 1.867 0.949
C -2.79602 2.14365 -0.73587 0.090 0.307 -0.049
Cl -1.08287 2.12714 -1.18236 -0.114 0.163 0.207
Cl -2.98221 2.27427 1.01986 -0.075 -0.008 -0.095
Cl -3.64067 3.46822 -1.54710 0.164 -0.096 0.110
H -3.24119 1.20660 -1.05794 0.129 0.266 0.189
C -6.66992 0.64471 -1.41602 -0.166 0.141 0.324
Cl -7.02313 2.34273 -1.07576 0.038 -0.515 -0.318
Cl -5.15023 0.49314 -2.31343 -0.256 -0.363 0.054
Cl -6.60098 -0.28892 0.08646 0.022 0.028 -0.116
H -7.47140 0.24436 -2.03145 0.285 0.051 0.134
C -7.26071 -4.37668 1.46449 0.059 -0.051 -0.184
Cl -7.18439 -3.21174 2.79590 -0.055 -0.065 -0.078
Cl -8.73169 -4.13511 0.51173 0.127 -0.041 0.130
Cl -5.82629 -4.24368 0.43733 -0.115 -0.035 0.143
H -7.28722 -5.37903 1.88806 0.003 0.233 -0.065
C -1.95099 -1.49780 -1.91603 0.015 -0.052 -0.059
Cl -0.45364 -0.85355 -2.60751 -0.093 -0.201 -0.074
Cl -1.99494 -3.26035 -2.05759 -0.020 0.314 0.045
Cl -2.11462 -1.01094 -0.22387 -0.070 -0.247 -0.103
H -2.79064 -1.08757 -2.47501 0.159 -0.097 0.109
C -5.20309 -1.63281 5.51055 0.131 -0.237 0.029
Cl -5.55598 0.06900 5.85201 0.058 -0.010 -0.008
Cl -3.68191 -1.78450 4.62138 -0.297 -0.003 -0.005
Cl -5.13738 -2.56682 7.01009 -0.091 0.094 -0.234
H -6.00475 -2.03206 4.89176 0.192 0.127 0.165
C -0.94407 -2.88289 8.07646 -0.040 -0.075 -0.116
Cl -0.95933 -3.91710 6.64185 -0.327 0.229 0.237
Cl -1.84433 -1.38895 7.77419 0.109 -0.049 0.060
Cl -1.61636 -3.74170 9.47067 0.013 0.377 -0.723
H 0.08897 -2.62133 8.30031 -0.215 -0.044 -0.019
C -6.57262 -4.70675 10.25916 0.034 0.046 0.004
Cl -4.86310 -4.71174 9.79980 -0.564 0.156 -0.008
Cl -6.74341 -4.59540 12.01691 0.017 -0.040 -0.156
Cl -7.42691 -3.37407 9.46531 -0.020 -0.151 0.123
H -7.01837 -5.64371 9.93004 0.099 0.205 0.071
C 9.14163 1.55231 -7.13168 -0.256 0.169 -0.229
Cl 10.42421 1.35646 -8.33793 0.019 -0.049 0.072
Cl 7.83798 2.56291 -7.76813 0.268 -0.065 -0.126
Cl 8.51652 -0.02483 -6.62828 0.103 0.127 0.004
H 9.56482 2.04933 -6.25619 -0.182 -0.289 -0.756
C -2.43785 -8.31936 10.42940 0.014 0.116 0.009
Cl -3.91797 -8.81573 11.26413 0.120 0.000 0.005
Cl -2.28203 -9.16727 8.88363 0.026 0.036 0.129
Cl -2.42001 -6.56791 10.18269 0.202 -0.952 -0.063
H -1.58642 -8.58603 11.05400 -0.166 0.055 -0.112
C -1.22135 2.26178 8.56375 0.006 0.045 -0.098
Cl 0.48478 2.25956 8.09628 -0.186 -0.075 0.036
Cl -1.38477 2.38437 10.32234 0.015 -0.003 -0.105
Cl -2.08370 3.58402 7.76479 0.042 -0.166 0.055
H -1.66508 1.32067 8.24383 0.112 0.189 0.096
C -7.80336 2.95397 6.05941 -0.063 0.025 0.084
Cl -7.51103 3.18383 7.78901 0.009 -0.074 -0.179
Cl -9.52432 3.13581 5.68933 0.146 -0.049 -0.017
Cl -6.83960 4.09381 5.10844 -0.012 -0.121 0.031
H -7.50063 1.94320 5.79217 -0.092 0.224 0.035
C -7.40829 1.41373 -5.66288 0.109 0.250 0.142
Cl -8.26025 0.54451 -4.37703 -0.104 -0.037 -0.196
Cl -8.10541 3.02386 -5.88910 0.059 -0.177 -0.006
Cl -5.67825 1.53040 -5.30378 -0.318 0.084 -0.325
H -7.52904 0.85612 -6.58709 -0.039 0.102 0.361
C -8.11641 4.95600 1.62835 0.022 0.023 0.030
Cl -8.26101 6.56128 0.89785 0.010 -0.121 0.092
Cl -9.33298 3.85823 0.96022 0.028 0.120 0.150
Cl -6.48725 4.30681 1.38550 -0.098 0.238 0.233
H -8.29142 5.04947 2.69898 0.040 -0.046 -0.214
C 0.17333 -5.40342 13.42580 -0.142 0.037 0.014
Cl 0.91621 -6.92397 12.90740 -0.002 0.107 0.007
Cl -0.63088 -4.61245 12.06345 0.533 -0.009 0.692
Cl -0.97223 -5.68962 14.74397 0.120 0.021 -0.074
H 0.95870 -4.74421 13.79126 -0.160 -0.159 -0.075
C -0.77518 -7.22585 -0.85450 0.005 -0.038 0.039
Cl -0.02584 -8.75082 -1.34753 -0.036 0.169 0.051
Cl -1.55842 -6.44268 -2.23499 0.085 -0.186 0.067
Cl -1.94011 -7.49798 0.44930 0.122 0.073 -0.082
H 0.00586 -6.56447 -0.48342 -0.172 -0.131 -0.080
C 0.51916 -10.49096 14.37326 0.026 0.109 0.043
Cl 0.60822 -9.32995 15.70550 -0.019 -0.179 -0.089
Cl -0.96734 -10.25504 13.44099 0.045 -0.078 0.081
Cl 1.93983 -10.34792 13.32670 -0.100 -0.066 0.077
H 0.50360 -11.49463 14.79413 -0.006 0.216 -0.113
C 12.17523 1.46647 -11.58810 0.015 -0.058 0.022
Cl 12.03997 3.06466 -12.33606 0.008 -0.111 0.085
Cl 10.96036 0.36414 -12.25310 0.100 0.104 0.106
Cl 13.80180 0.80920 -11.81664 -0.172 0.081 0.477
H 11.99508 1.57199 -10.51905 0.033 0.002 -0.296
C -5.56128 -1.23518 -8.23460 0.130 -0.073 0.077
Cl -6.40905 -2.10291 -6.94583 0.022 0.079 -0.103
Cl -6.26374 0.37288 -8.46583 0.192 -0.211 -0.550
Cl -3.83470 -1.11241 -7.87058 -0.189 -0.012 -0.071
H -5.67764 -1.79619 -9.16008 0.009 0.140 0.197
C 15.03446 -0.33762 -15.85198 -0.079 0.080 -0.012
Cl 13.94243 0.74150 -14.97326 0.137 -0.138 -0.498
Cl 16.53025 0.50529 -16.28111 -0.121 -0.079 -0.012
Cl 15.38809 -1.78119 -14.89111 -0.045 0.083 -0.090
H 14.54181 -0.65009 -16.77091 0.131 0.049 0.198
C 2.02872 -5.73385 4.64093 0.062 0.067 0.043
Cl 2.11935 -4.57285 5.97267 0.342 -0.228 -0.190
Cl 0.54132 -5.49778 3.71019 0.054 -0.058 0.064
Cl 3.44705 -5.59126 3.59265 -0.126 -0.060 0.085
H 2.01347 -6.73750 5.06200 -0.011 0.220 -0.094
C -2.96151 -0.42635 12.04967 -0.053 -0.030 -0.012
Cl -4.34814 -1.43632 11.61537 0.126 0.089 -0.016
Cl -2.94313 -0.11001 13.79088 0.008 0.024 -0.142
Cl -1.45105 -1.19441 11.54116 -0.114 0.305 0.186
H -3.05401 0.52529 11.52939 0.034 -0.211 0.107
C -0.80820 0.07242 3.07579 0.037 0.025 0.046
Cl 0.69002 0.71097 2.38456 -0.183 -0.044 0.004
Cl -0.85776 -1.69136 2.92957 0.080 0.083 0.055
Cl -0.96948 0.56315 4.76832 0.040 0.025 -0.164
H -1.64632 0.48608 2.51772 0.180 -0.086 0.109
C 11.55625 2.55847 -3.82837 0.116 0.102 -0.006
Cl 11.78543 4.28595 -3.52364 -0.024 -0.189 0.009
Cl 9.85399 2.20606 -4.16246 0.175 0.094 0.893
Cl 12.57606 2.02274 -5.17140 -0.104 0.005 0.122
H 11.85023 2.01077 -2.93483 -0.092 0.105 -0.197